Entry 1:
{"formula": "C5H11NO2S", "method": "ωB97M-V with the def2-TZVPD basis set", "elements": ["C", "C", "C", "C", "C", "N", "O", "O", "S", "H", "H", "H", "H", "H", "H", "H", "H", "H", "H", "H"], "xyz": [[-0.10325, -0.35786, 1.61186], [1.08210, 0.05916, 0.73367], [-1.26976, -0.63421, 0.58639], [0.71649, -0.62166, -0.63195], [-0.45638, 2.72007, -2.21893], [-0.65169, -0.37991, -0.68318], [-2.46808, 1.22546, -1.86970], [-1.34794, 2.28719, 0.14526], [-1.24865, 1.70309, -1.20394], [0.16552, -1.23812, 2.23344], [-0.15877, 0.53038, 2.22837], [1.22726, 1.19525, 0.54439], [1.95188, -0.41132, 1.31100], [-1.72784, -1.60102, 0.65687], [-1.92569, 0.26301, 0.76475], [1.03830, -0.15242, -1.53749], [1.04363, -1.62827, -0.62661], [-0.44858, 2.12998, -3.07321], [0.50787, 2.85034, -1.83735], [-1.04530, -0.81315, -1.58016]], "forces_ev_per_a": [[0.328, -0.122, -0.588], [1.826, -0.392, -0.571], [-0.302, 2.587, 2.022], [2.413, 1.752, 1.147], [-0.060, -1.475, 1.152], [-2.520, -0.505, -2.907], [1.301, -0.451, 1.132], [0.417, -1.759, -1.035], [-3.335, 2.535, 0.671], [-0.299, 0.537, -0.457], [-1.274, -0.200, 0.550], [-0.392, -1.953, 0.755], [-0.514, 1.065, -1.536], [-0.336, -0.343, 0.170], [-0.336, -1.569, -0.140], [1.376, 0.366, -0.420], [-0.075, -1.408, -0.047], [0.133, -0.393, -2.476], [1.664, 1.032, 0.503], [-0.015, 0.697, 2.076]], "spin_multiplicity": 1, "total_charge": 0, "fmax_ev_per_a": 4.2, "de_lowest_kcal_mol": 103.6, "orbital_gap_ev": 9.088, "homo_energy_ev": -9.2}

Entry 2:
{"formula": "C19H23N7O", "method": "ωB97M-V with the def2-TZVPD basis set", "elements": ["O", "N", "N", "N", "C", "C", "C", "C", "C", "C", "C", "C", "C", "C", "N", "N", "N", "N", "C", "C", "C", "C", "C", "C", "C", "C", "C", "H", "H", "H", "H", "H", "H", "H", "H", "H", "H", "H", "H", "H", "H", "H", "H", "H", "H", "H", "H", "H", "H", "H"], "xyz": [[0.16661, -2.85545, -2.52518], [5.01996, -0.68577, 1.06034], [3.62471, -1.48618, -0.59002], [-3.19260, 3.48953, -2.12074], [-0.06365, -2.20050, -1.52081], [3.81510, -0.87687, 0.58748], [6.07820, -0.76345, 0.18483], [4.64175, -1.61547, -1.43150], [-3.37414, 4.23338, -1.02269], [-2.81688, 2.16190, -1.94759], [5.87789, -1.25479, -1.08578], [-3.27832, 3.81032, 0.25024], [-2.83386, 1.59378, -0.62324], [-3.10664, 2.38878, 0.53733], [-3.33318, -0.62834, -1.32833], [-2.68034, 0.15133, -0.33173], [0.35863, -2.60445, -0.24989], [-1.07337, -1.15234, 0.75561], [-3.45706, 1.85780, 1.81752], [-2.43388, -1.60241, -1.87968], [-1.22385, -0.24462, -0.27692], [0.29550, -1.76048, 0.86067], [2.37436, 0.46011, 2.34937], [0.90685, 0.53261, 1.87331], [-1.06766, -1.03145, -1.58772], [2.65003, -0.80864, 1.58292], [1.25008, -0.51424, 0.91741], [7.01192, -0.44090, 0.66183], [4.42569, -1.94219, -2.42401], [-3.65053, 5.26793, -1.20249], [-2.50046, 1.50186, -2.77179], [6.64135, -1.29772, -1.84042], [-3.36960, 4.61593, 0.93273], [-4.13726, -0.95935, -0.90274], [0.94999, -3.37892, -0.34248], [-1.79000, -1.85718, 0.55153], [-2.57473, 1.53950, 2.34135], [-4.18328, 0.98661, 1.72839], [-4.04355, 2.60621, 2.40109], [-2.71728, -2.55660, -1.31003], [-2.39903, -1.83341, -2.91243], [-0.57483, 0.59537, -0.21159], [0.17290, -2.28941, 1.78792], [3.02953, 1.16171, 2.03762], [2.45443, 0.26469, 3.42235], [0.53976, 1.45492, 1.43837], [0.23862, 0.06816, 2.55301], [-0.83752, -0.40743, -2.44969], [2.63578, -1.65581, 2.33248], [1.55386, -0.03807, -0.07624]], "forces_ev_per_a": [[0.227, 0.359, 0.694], [2.205, 1.644, -0.410], [-1.573, 0.762, -0.536], [1.227, -2.725, -0.400], [-0.563, -0.252, 0.200], [-0.097, -2.847, 0.662], [-1.472, -0.128, 2.014], [-2.352, -0.037, 0.509], [0.036, -0.013, -1.972], [-0.662, 1.694, 2.306], [2.734, 1.099, 0.175], [0.511, -2.723, 0.746], [-0.218, 0.207, 0.656], [-0.301, 2.689, -4.346], [0.867, 1.947, -1.732], [1.148, 2.188, -0.316], [-0.158, -0.071, -2.890], [-0.100, -0.878, 2.595], [-2.002, -1.040, 1.979], [-0.552, -1.974, 2.519], [-2.016, -0.401, -2.422], [-2.636, 3.251, -0.620], [-1.247, -1.333, 2.440], [0.941, 0.787, 0.666], [1.345, -0.066, -0.017], [-1.107, -0.814, -0.758], [1.820, -3.121, -2.742], [-0.147, -0.348, -0.696], [-0.249, -0.569, -0.453], [0.107, 0.008, -0.136], [-0.608, 0.775, 0.126], [0.495, -0.015, 0.074], [-0.296, 0.014, 1.362], [-1.530, -1.210, 0.620], [1.242, -1.081, 0.287], [0.567, -0.150, 0.743], [0.207, -0.357, 0.656], [1.212, 0.771, -0.042], [0.815, -0.369, -0.215], [1.189, 0.543, -0.934], [-0.969, 0.050, -1.177], [0.229, 0.766, 0.117], [1.033, -0.453, 0.503], [1.781, 2.896, -0.682], [0.236, 0.608, -0.063], [-0.205, 0.167, 0.307], [-0.797, 0.358, 1.120], [0.370, 0.118, 0.030], [0.258, 0.441, -1.311], [-0.948, -1.168, 0.765]], "spin_multiplicity": 1, "total_charge": 0, "smiles": "Cc1ccncc1N1NC[C@@H]2C(=O)N[C@@H]([C@H]3CC[C@@H]3c3ncccn3)N[C@@H]21", "fmax_ev_per_a": 5.1, "de_lowest_kcal_mol": 54.3, "orbital_gap_ev": 8.489, "homo_energy_ev": -8.0}

Entry 3:
{"formula": "C3H11N2O", "method": "ωB97M-V with the def2-TZVPD basis set", "elements": ["C", "C", "O", "N", "H", "H", "H", "H", "H", "C", "N", "H", "H", "H", "H", "H", "H"], "xyz": [[-1.65730, -1.49806, 1.66477], [-0.80499, -1.27889, 0.47461], [-0.25636, -0.21798, 0.20277], [-0.64847, -2.33437, -0.41158], [-1.73125, -2.53721, 1.99264], [-2.70099, -1.31021, 1.37799], [-0.03961, -2.22250, -1.22317], [-0.87115, -3.30543, -0.15867], [-1.39119, -0.81405, 2.46576], [1.05939, 2.95893, -0.57675], [1.76611, 1.71584, -1.07089], [1.95224, 1.76559, -2.07049], [2.61441, 1.53405, -0.53816], [1.14722, 0.89985, -0.90937], [0.01318, 2.72810, -0.40008], [1.02483, 3.69610, -1.36704], [1.57934, 3.39153, 0.27088]], "forces_ev_per_a": [[-0.856, 0.108, 0.572], [-1.003, -3.149, -0.883], [0.689, 0.613, -0.200], [0.129, 1.156, 0.505], [0.696, -0.008, -0.038], [0.115, 0.466, -0.253], [-0.166, 0.008, 0.072], [0.122, 0.467, 0.272], [0.015, -0.087, 0.079], [-0.374, 0.521, -0.419], [-0.952, -0.470, 0.481], [0.337, 0.010, -0.070], [0.340, 0.118, -0.241], [0.524, 0.580, -0.225], [0.126, -0.177, 0.456], [0.371, 0.092, -0.251], [-0.113, -0.248, 0.142]], "spin_multiplicity": 2, "total_charge": 2, "fmax_ev_per_a": 3.4, "de_lowest_kcal_mol": 8.9, "orbital_gap_ev": [13.728, 7.211], "homo_energy_ev": [-21.8, -20.8]}